Record 1
Below is a single C20H24F2N4O2S molecule, with properties calculated with the ωB97M-V functional and the def2-TZVPD basis.

Geometry as XYZ:
```
53
Properties=species:S:1:pos:R:3:lowdin_charge:R:1
C 3.21629 0.15760 4.49777 -0.08
C 3.02099 -0.35984 3.07014 -0.43
C 3.58054 -1.77269 2.92119 -0.07
C 1.57394 -0.33349 2.70732 -0.57
N 0.89541 -1.34086 2.29735 0.11
C -0.40346 -1.03031 2.03479 -0.36
C -1.31280 -2.08068 1.47189 -0.11
N -1.07580 -2.21842 0.04777 0.09
C -1.65273 -1.36852 -0.82693 -0.46
O -2.57392 -0.63657 -0.52197 0.08
C -1.09152 -1.45185 -2.24104 -0.02
C 0.24946 -0.70403 -2.39476 -0.20
C 1.28556 -1.40724 -1.51438 -0.45
O 1.36271 -2.62623 -1.49651 0.04
N 2.11331 -0.65243 -0.78210 0.12
C 2.07755 0.78586 -0.70464 -0.15
C 1.45193 1.31908 -1.98361 -0.16
N 0.14697 0.71272 -2.11711 -0.12
C -0.77336 1.43542 -2.98222 -0.11
C -2.09917 1.64858 -2.29516 -0.15
C -3.30889 1.35807 -2.90838 -0.05
C -4.50997 1.53308 -2.24538 -0.07
C -4.52807 1.99858 -0.94421 0.00
C -3.32982 2.30071 -0.32746 -0.21
F -3.32993 2.76113 0.93872 0.08
C -2.12657 2.14001 -0.99597 -0.17
F -0.97968 2.47507 -0.37382 0.09
C -0.72575 0.27470 2.23896 -0.33
S 0.63758 1.15468 2.80240 1.05
H 2.68390 -0.47735 5.20224 0.09
H 4.27249 0.15221 4.75549 0.08
H 2.83970 1.17348 4.59167 0.06
H 3.55324 0.31557 2.38683 0.13
H 4.64867 -1.77609 3.12441 0.08
H 3.40892 -2.15459 1.91863 0.06
H 3.08619 -2.44154 3.61990 0.08
H -2.35399 -1.78102 1.60803 0.12
H -1.12293 -3.04024 1.95461 0.13
H -0.25807 -2.74098 -0.23487 0.11
H -0.91165 -2.49724 -2.49618 0.13
H -1.83236 -1.03482 -2.92103 0.11
H 0.59285 -0.87538 -3.44060 0.17
H 2.72401 -1.15436 -0.15179 0.14
H 3.09573 1.16443 -0.58076 0.13
H 1.46894 1.11261 0.14574 0.08
H 1.33921 2.39950 -1.89565 0.12
H 2.10909 1.09440 -2.84449 0.13
H -0.92815 0.91842 -3.93950 0.13
H -0.34496 2.41763 -3.20886 0.13
H -3.30680 0.97994 -3.92050 0.11
H -5.43797 1.29082 -2.73926 0.11
H -5.44899 2.12240 -0.39783 0.12
H -1.66789 0.76003 2.09113 0.07
```

SMILES	CC(C)c1nc(CNC(=O)C[C@@H]2C(=O)NCCN2Cc2cccc(F)c2F)cs1

***

Record 2
Below is a gas-phase ion, C20H24F3N2 (charge +1), with properties calculated with the ωB97M-V functional and the def2-TZVPD basis.

Geometry as XYZ:
```
49
Properties=species:S:1:pos:R:3:lowdin_charge:R:1
C -4.75551 -0.14562 1.99662 -0.05
N -3.53070 0.56787 2.35611 -0.19
C -3.06608 1.36864 1.23215 -0.06
C -2.59996 -0.24290 3.12156 -0.24
C -1.13519 -0.18854 2.67007 -0.16
C -0.39493 0.99205 2.49750 -0.05
C 0.92644 0.94839 2.05995 0.02
C 1.48222 -0.26518 1.66924 -0.11
C 2.89053 -0.25599 1.12618 -0.51
F 3.46246 -1.49485 1.12794 0.13
F 2.93520 0.20772 -0.16864 0.13
F 3.71362 0.56257 1.85636 0.12
C 0.75454 -1.44475 1.77714 0.02
C -0.53240 -1.40237 2.31929 0.00
N -2.73435 -0.00563 4.55795 0.01
C -1.82592 1.07173 5.09246 -0.08
C -2.44185 1.49248 6.41638 -0.13
C -3.89477 1.00892 6.44048 -0.10
C -4.15687 0.27819 5.12273 -0.17
C -4.98987 -0.98888 5.24335 -0.21
C -6.35049 -1.00758 4.90636 -0.05
C -7.05568 -2.21616 4.88804 -0.05
C -6.43578 -3.39663 5.30999 -0.06
C -5.12311 -3.34678 5.78793 -0.06
C -4.40689 -2.14418 5.78387 -0.04
H -5.33017 0.47814 1.30315 0.10
H -4.53164 -1.11734 1.52559 0.11
H -5.37091 -0.32198 2.88410 0.05
H -3.96401 1.76610 0.73983 0.09
H -2.46547 2.22683 1.55498 0.08
H -2.49460 0.78480 0.48887 0.11
H -2.92997 -1.28733 3.04931 0.15
H -0.81463 1.98353 2.68020 0.11
H 1.50591 1.86825 2.00281 0.14
H 1.17409 -2.38738 1.43330 0.13
H -1.10496 -2.32714 2.41829 0.12
H -2.39078 -0.86707 4.99325 0.17
H -1.81608 1.90749 4.38289 0.13
H -0.81971 0.63304 5.18311 0.15
H -2.37425 2.58023 6.53273 0.13
H -1.86144 1.05103 7.23571 0.12
H -4.60128 1.84524 6.52404 0.13
H -4.06403 0.36590 7.31278 0.13
H -4.57641 0.98122 4.39322 0.15
H -6.84470 -0.07171 4.62540 0.13
H -8.09046 -2.23576 4.54189 0.12
H -6.97921 -4.34521 5.27693 0.12
H -4.64609 -4.25366 6.16458 0.11
H -3.39640 -2.10478 6.21172 0.12
```

net charge	+1
SMILES	CN(C)[C@@H](c1ccc(C(F)(F)F)cc1)[N@H+]1CCC[C@@H]1c1ccccc1

***

Record 3
Below is 2 unconnected molecules or ions with the total composition C20H24F9O6S, with properties calculated with the ωB97M-V functional and the def2-TZVPD basis.

Geometry as XYZ:
```
60
Properties=species:S:1:pos:R:3:lowdin_charge:R:1
C -0.13463 -1.56791 0.63267 -0.07
C 0.36152 -2.94837 -0.09879 -0.32
C -0.53448 -3.09808 -1.50330 -0.07
C -2.12838 -3.36656 -1.23396 -0.24
O -2.55499 -3.65184 0.17651 -0.21
S -4.10985 -2.95285 0.17830 0.86
O -4.03813 -1.73335 1.12874 -0.31
O -5.20409 -4.00513 0.48070 -0.32
O -4.55961 -2.39559 -1.36886 -0.20
C -3.25725 -2.52479 -2.10348 -0.24
C -2.78208 -1.25269 -3.02427 -0.10
C -2.30460 0.07243 -2.18597 -0.06
C -3.49615 1.14001 -1.82957 -0.18
F -4.63819 0.57780 -1.06985 0.02
F -4.04848 1.60346 -3.15687 -0.02
C -2.99801 2.48255 -1.01537 -0.09
F -4.00127 3.58066 -1.27805 0.02
F -1.71660 2.96864 -1.62117 0.02
C -2.74768 2.25855 0.58909 -0.08
F -2.52918 0.85209 1.00124 0.04
F -1.47176 2.98923 0.93719 0.03
C -3.91679 2.87157 1.56639 -0.13
F -3.52984 2.48159 2.97398 0.02
F -4.02331 4.34890 1.56282 0.05
F -5.26865 2.24892 1.35728 0.04
O 1.76892 -2.96173 -0.52437 -0.21
C 2.67889 -2.45918 0.51506 -0.19
C 3.16057 -0.95856 0.06432 -0.13
C 3.33363 0.35052 1.03548 0.00
C 3.79087 1.81196 0.36639 -0.01
C 4.06527 1.98351 -1.27457 -0.08
C 3.91712 0.66714 -2.25282 -0.12
C 3.46939 -0.75362 -1.56581 -0.07
H 0.24844 -1.62791 1.76112 0.10
H -1.29561 -1.42700 0.69792 0.06
H 0.28210 -0.57727 0.11434 0.11
H 0.05918 -3.87970 0.58355 0.16
H -0.28876 -2.18035 -2.18604 0.12
H -0.08518 -4.06549 -2.03720 0.14
H -2.26422 -4.45563 -1.70415 0.16
H -3.58162 -3.30971 -2.94257 0.16
H -1.83411 -1.63179 -3.64315 0.13
H -3.56770 -0.92111 -3.84198 0.14
H -1.81306 -0.27561 -1.18280 0.11
H -1.46033 0.66745 -2.78455 0.16
H 2.28488 -2.55025 1.61265 0.13
H 3.65248 -3.14810 0.46220 0.14
H 3.13055 0.25556 2.20637 0.10
H 3.94596 2.79662 0.99898 0.07
H 4.35530 2.99713 -1.78521 0.06
H 4.07299 0.67790 -3.43104 0.07
H 3.35568 -1.69487 -2.28830 0.08
C 4.94513 3.14207 4.72392 -0.16
C 5.12374 3.27349 3.20099 -0.62
O 5.11973 2.04695 2.70485 -0.34
H 5.76118 2.57141 5.18484 0.05
H 4.94188 4.13703 5.18416 0.04
H 3.99564 2.65793 4.98526 0.05
H 6.02701 3.88949 3.06898 0.07
H 4.33651 3.97244 2.87782 0.06
```

net charge	-1

***

Record 4
Below is a single C20H24FN3O3 molecule, with properties calculated with the ωB97M-V functional and the def2-TZVPD basis.

Geometry as XYZ:
```
51
Properties=species:S:1:pos:R:3:lowdin_charge:R:1
C -3.35015 -1.09452 -6.15215 -0.03
C -2.08970 -0.77671 -5.43969 -0.35
C -1.49404 -1.49045 -4.36435 0.05
C -0.35836 -0.78760 -4.09038 -0.24
C 0.69794 -0.95152 -3.05086 -0.06
N 0.32804 -0.25551 -1.82658 -0.07
C 0.40655 1.18832 -1.85687 -0.02
C -0.07397 -0.99576 -0.76737 -0.43
O -0.14754 -2.20931 -0.82439 0.07
C -0.44855 -0.23729 0.49884 -0.21
C -1.96174 -0.01688 0.54961 -0.13
C -2.29608 0.79484 1.79153 -0.07
C -1.57688 0.36755 3.06100 -0.46
O -1.91098 0.82139 4.14155 0.05
N -0.53966 -0.48940 2.94682 -0.04
C 0.18604 -0.83362 4.15480 -0.13
C 1.13987 0.29878 4.58462 -0.11
C 1.97842 0.75244 3.42782 -0.23
C 1.57806 1.83714 2.65538 -0.05
C 2.30323 2.22341 1.54118 -0.09
C 3.44368 1.53091 1.17250 -0.02
C 3.83743 0.45853 1.95211 -0.27
F 4.95004 -0.22479 1.60809 0.06
C 3.12749 0.05864 3.06781 0.03
C -0.07456 -1.08224 1.71212 -0.10
O -0.28154 0.26610 -4.92617 -0.01
N -1.35491 0.25720 -5.75328 0.10
H -4.18177 -1.11546 -5.44990 0.08
H -3.53770 -0.34475 -6.91471 0.08
H -3.27613 -2.07514 -6.61925 0.08
H -1.84909 -2.37503 -3.88049 0.12
H 0.80073 -2.00925 -2.79834 0.13
H 1.64785 -0.55513 -3.41972 0.14
H 0.50997 1.50740 -2.89237 0.09
H 1.27249 1.54751 -1.29332 0.09
H -0.49742 1.64489 -1.45506 0.09
H 0.07458 0.71842 0.55859 0.12
H -2.45399 -0.99053 0.58366 0.13
H -2.31674 0.50315 -0.34322 0.12
H -3.36679 0.76882 2.00161 0.13
H -2.03115 1.84548 1.63631 0.13
H 0.73938 -1.75507 3.96946 0.13
H -0.53793 -1.00024 4.95665 0.13
H 0.53273 1.12722 4.94938 0.11
H 1.76669 -0.06650 5.39873 0.12
H 0.69008 2.38344 2.93682 0.12
H 1.98218 3.07355 0.95672 0.11
H 4.02765 1.81234 0.31059 0.12
H 3.47342 -0.78500 3.64538 0.13
H 1.01332 -1.18313 1.76199 0.13
H -0.50045 -2.08667 1.58678 0.14
```

SMILES	Cc1cc(CN(C)C(=O)[C@H]2CCC(=O)N(CCc3cccc(F)c3)C2)on1

***

What are the Kohn-Sham gap values for these records? In order: 0.34366, 0.35978, 0.15474, 0.35697 Ha.
What are the HOMO values for these records? In order: -8.77, -12.34, -2.87, -9.14 eV.
What are the DFT total energy values for these records? In order: -1743.998596, -1185.386179, -2524.223848, -1266.381397 a.u..